[1]
CHIS2 | wB97M-V/def2-TZVPD

Kohn-Sham gap, eV: 8.32
Energy above the lowest of the compared OMol25 structures with the same formula, charge and spin, kcal per mole: 34.4
Spin multiplicity: 1

Last column: Löwdin charge in e.
Atoms and positions in Å:
C1 -0.137 0.158 -0.015  -1.628
S1 -0.337 -1.193 -1.095  0.429
S2 -0.185 -1.309 1.017  0.404
I1 1.758 1.220 0.043  0.658
H1 -1.099 1.124 0.050  0.137



[2]
C3H9NO2 | wB97M-V/def2-TZVPD

Kohn-Sham gap, eV: 4.11
Energy above the lowest of the compared OMol25 structures with the same formula, charge and spin, kcal per mole: 217.3
Spin multiplicity: 1

Last column: Löwdin charge in e.
Atoms and positions in Å:
C1 -0.558 0.818 0.445  -0.044
C2 -0.012 -0.254 -0.462  -0.624
N1 0.439 0.134 -1.722  0.071
C3 0.245 1.560 -2.187  0.121
O1 -0.657 -1.294 -0.430  0.043
H1 -1.308 1.307 -0.189  0.093
H2 0.336 1.437 0.464  0.068
H3 -0.934 0.362 1.348  0.078
H4 0.568 -0.627 -2.358  0.133
H5 -0.064 1.489 -3.218  0.046
H6 1.518 -0.538 1.245  0.128
H7 1.231 2.010 -2.044  0.080
H8 0.904 -0.840 4.012  0.032
H9 0.716 -0.851 2.463  -0.058
O2 0.176 -0.902 3.354  -0.168



[3]
C4H13NS | wB97M-V/def2-TZVPD

Kohn-Sham gap, eV: 7.33
Energy above the lowest of the compared OMol25 structures with the same formula, charge and spin, kcal per mole: 82.1
Spin multiplicity: 1

Last column: Löwdin charge in e.
Atoms and positions in Å:
C1 2.524 -0.392 -1.047  -0.491
S1 1.446 -1.675 -0.354  0.528
H1 2.877 -0.769 -2.007  0.032
H2 1.995 0.544 -1.226  0.022
H3 3.374 -0.218 -0.392  0.022
C2 -2.051 2.046 0.808  -0.090
C3 -1.466 0.644 0.710  -0.532
C4 -1.703 0.075 -0.693  -0.103
N1 -0.059 0.706 1.159  -0.006
H4 -1.532 2.697 0.095  0.077
H5 -3.112 2.044 0.554  0.075
H6 -1.913 2.473 1.800  0.074
H7 -1.997 0.005 1.426  0.123
H8 -1.187 0.676 -1.449  0.079
H9 -2.765 0.049 -0.939  0.075
H10 -1.273 -0.919 -0.751  0.001
H11 0.457 -0.160 0.921  -0.099
H12 0.407 1.415 0.595  0.059
H13 -0.118 -1.918 0.816  0.155



[4]
C8H14N3O3SSr | wB97M-V/def2-TZVPD

Kohn-Sham gap (alpha / beta), eV: 3.46 / 3.56
Total charge: -1
Spin multiplicity: 1

Last column: Löwdin charge in e.
Atoms and positions in Å:
C1 -1.352 0.911 -3.679  -0.212
Sr1 0.509 0.638 -2.128  1.023
N1 2.725 0.067 -0.710  -0.051
N2 1.883 -0.619 -4.046  -0.080
H1 2.674 -0.912 -0.411  0.039
H2 -0.496 1.726 -3.385  -0.056
H3 -2.315 1.342 -3.373  0.040
H4 -1.295 -0.119 -3.292  -0.012
H5 -1.344 0.863 -4.777  0.024
H6 2.215 -1.533 -3.728  0.017
H7 2.710 -0.087 -4.329  -0.002
H8 1.328 -0.777 -4.889  0.005
H9 3.664 0.201 -1.088  0.018
H10 2.645 0.616 0.162  -0.004
O1 -0.024 2.923 1.848  -0.334
S1 0.491 1.592 1.709  0.618
O2 1.916 1.370 1.882  -0.369
N3 0.026 0.924 0.262  -0.285
C2 -0.710 -0.212 0.340  -0.606
O3 -0.944 -0.876 -0.728  -0.226
C3 -1.068 -0.509 1.733  -0.205
C4 -1.863 -1.544 2.235  -0.053
C5 -2.054 -1.630 3.615  -0.135
C6 -1.450 -0.701 4.483  -0.152
C7 -0.643 0.329 3.972  -0.085
C8 -0.472 0.394 2.594  -0.275
H11 -2.311 -2.245 1.530  0.101
H12 -2.677 -2.423 4.032  0.081
H13 -1.609 -0.778 5.558  0.073
H14 -0.159 1.068 4.607  0.105



[5]
C12H28Br4O10 | wB97M-V/def2-TZVPD

Kohn-Sham gap, eV: 6.52
Spin multiplicity: 1

Last column: Löwdin charge in e.
Atoms and positions in Å:
Br1 4.675 -1.950 -2.485  0.520
C1 3.601 -1.358 -0.865  -0.630
C2 2.866 -2.599 -0.216  -0.586
Br2 1.988 -2.056 1.457  1.210
H1 3.015 -0.478 -1.131  -0.043
H2 4.344 -1.079 -0.118  0.051
H3 3.610 -3.365 0.001  0.057
H4 2.178 -2.909 -1.002  -0.100
Br3 -0.464 1.052 -0.323  1.208
C3 -0.114 -0.239 -1.772  -0.533
C4 1.024 -1.173 -1.404  -0.617
Br4 1.107 -2.613 -2.753  0.906
H5 0.263 0.400 -2.571  0.044
H6 -0.986 -0.707 -2.231  0.059
H7 1.077 -1.537 -0.379  -0.039
H8 1.914 -0.625 -1.712  -0.001
C5 -1.181 2.080 1.280  -0.326
C6 -0.738 3.309 2.111  -0.234
C7 -1.709 4.520 2.272  -0.093
O1 -1.615 4.797 3.618  0.101
C8 -0.811 3.943 4.228  -0.576
O2 -0.407 4.125 5.378  0.126
O3 -0.421 2.964 3.457  0.121
H9 -1.534 2.371 0.291  0.018
H10 -1.803 1.356 1.806  0.097
H11 -0.230 1.634 0.989  -0.153
H12 0.234 3.604 1.715  0.156
H13 -2.645 4.143 1.860  0.134
H14 -1.303 5.312 1.641  0.139
C9 -1.304 -3.759 0.982  -0.003
C10 -0.997 -2.253 1.090  -0.278
C11 -1.944 -1.397 1.950  -0.037
O4 -1.015 -0.621 2.751  0.062
C12 0.181 -1.100 2.776  -0.641
O5 1.039 -0.579 3.451  0.113
O6 0.248 -2.157 1.833  -0.487
H15 -2.330 -3.892 0.640  0.089
H16 -1.123 -4.339 1.886  0.096
H17 -0.745 -4.247 0.183  0.084
H18 -0.867 -1.873 0.077  0.113
H19 -2.544 -2.027 2.606  0.141
H20 -2.577 -0.778 1.315  0.129
O7 2.597 1.056 -1.003  -0.067
H21 3.215 1.530 -1.560  0.095
H22 2.102 1.743 -0.556  0.042
O8 -0.221 2.196 -3.042  -0.120
H23 0.164 2.050 -2.177  -0.062
H24 -1.144 1.970 -2.935  -0.114
O9 -0.833 -2.166 -4.807  -0.146
H25 -0.575 -2.859 -5.415  0.024
H26 -0.470 -2.438 -3.964  -0.185
O10 -2.172 1.152 -2.725  -0.040
H27 -1.586 0.743 -3.361  0.069
H28 -3.035 1.121 -3.139  0.105



[6]
C5H11N2 | wB97M-V/def2-TZVPD

Kohn-Sham gap (alpha / beta), eV: 8.71 / 5.24
Energy above the lowest of the compared OMol25 structures with the same formula, charge and spin, kcal per mole: 54.2
Total charge: +2
Spin multiplicity: 2

Last column: Löwdin charge in e.
Atoms and positions in Å:
C1 -0.679 1.552 -0.722  -0.132
C2 -0.677 2.909 -0.571  0.125
N1 -1.324 0.695 0.292  0.186
H1 -0.082 1.037 -1.419  0.095
H2 -0.151 3.553 -1.298  0.104
H3 -1.086 3.466 0.293  0.103
H4 -0.568 0.203 0.794  0.080
H5 -1.939 1.215 0.882  0.167
H6 -1.813 -0.081 -0.183  0.172
C3 0.118 -2.024 0.303  -0.034
C4 0.432 -2.131 -1.026  0.260
C5 1.855 -0.784 1.202  0.154
N2 0.587 -1.053 1.263  0.055
H7 -0.582 -2.725 0.764  0.159
H8 1.312 -1.739 -1.522  0.125
H9 -0.215 -2.689 -1.666  0.115
H10 2.237 0.066 1.822  0.143
H11 2.576 -1.468 0.790  0.122



[7]
C6H11N | wB97M-V/def2-TZVPD

Kohn-Sham gap, eV: 7.10
Structure (SMILES): C=C/C=C(\C)NC
Energy above the lowest of the compared OMol25 structures with the same formula, charge and spin, kcal per mole: 101.8
Spin multiplicity: 1

Last column: Löwdin charge in e.
Atoms and positions in Å:
C1 0.309 0.761 1.808  -0.088
N1 -0.641 1.176 0.758  -0.040
C2 -0.375 0.636 -0.541  -0.332
C3 -1.112 -0.441 -1.063  -0.081
C4 -0.041 -1.382 -0.786  -0.264
C5 0.030 -2.362 0.161  -0.039
C6 0.549 1.462 -1.372  -0.035
H1 1.329 0.939 1.450  0.081
H2 0.197 1.365 2.703  0.073
H3 0.192 -0.299 2.043  0.069
H4 -1.567 0.852 1.012  0.112
H5 -2.154 -0.708 -0.918  0.086
H6 0.803 -1.323 -1.490  0.112
H7 0.946 -2.952 0.265  0.041
H8 -0.862 -2.774 0.607  0.040
H9 0.031 2.393 -1.637  0.101
H10 0.925 0.925 -2.234  0.080
H11 1.442 1.731 -0.765  0.085



[8]
C3H5BrS | wB97M-V/def2-TZVPD

Kohn-Sham gap, eV: 9.64
Structure (SMILES): C[C@]1(Br)CS1
Energy above the lowest of the compared OMol25 structures with the same formula, charge and spin, kcal per mole: 16.4
Spin multiplicity: 1

Last column: Löwdin charge in e.
Atoms and positions in Å:
C1 -0.916 0.451 -0.930  -0.455
C2 0.147 0.432 0.057  -1.135
C3 0.467 -0.813 0.752  -0.190
S1 0.727 0.545 -1.750  0.732
Br1 0.686 1.964 1.147  0.672
H1 -1.418 -0.586 -0.995  0.117
H2 -1.426 1.359 -1.013  0.045
H3 1.404 -1.330 0.340  0.114
H4 -0.329 -1.448 0.589  0.045
H5 0.658 -0.574 1.802  0.054



[9]
C16H12AuCl5N4O2S2 | wB97M-V/def2-TZVPD

Kohn-Sham gap, eV: 6.21
Energy above the lowest of the compared OMol25 structures with the same formula, charge and spin, kcal per mole: 12.6
Spin multiplicity: 1

Last column: Löwdin charge in e.
Atoms and positions in Å:
Au1 1.490 0.547 -1.301  0.706
Cl1 -3.569 -4.908 -2.360  0.675
C1 -2.370 -3.799 -1.817  -0.720
C2 -2.163 -2.601 -2.487  -0.705
Cl2 -3.111 -2.211 -3.870  0.691
C3 -1.198 -1.706 -2.034  -0.589
Cl3 -0.959 -0.197 -2.846  0.711
C4 -0.393 -1.968 -0.915  -0.474
O1 0.517 -1.161 -0.449  -0.275
C5 -0.629 -3.191 -0.254  -0.609
Cl4 0.327 -3.524 1.142  0.715
C6 -1.595 -4.085 -0.690  -0.700
Cl5 -1.846 -5.558 0.162  0.690
S1 3.187 2.049 -0.964  0.704
C7 4.483 1.355 -1.895  -0.709
C8 5.718 2.080 -1.863  -0.263
N1 6.704 2.671 -1.811  0.183
C9 4.333 0.199 -2.586  -0.701
S2 2.788 -0.595 -2.735  0.697
C10 5.410 -0.431 -3.289  -0.261
N2 6.261 -0.942 -3.868  0.186
C11 -2.458 2.266 -0.364  -0.022
N3 -1.829 1.768 0.851  -0.066
C12 -2.723 1.538 1.978  -0.148
C13 -1.950 1.615 3.273  -0.146
C14 -0.781 0.661 3.192  -0.141
N4 0.011 0.906 1.987  -0.055
C15 1.405 0.498 2.097  -0.025
C16 -0.515 1.448 0.879  -0.434
O2 0.165 1.700 -0.160  -0.179
H1 -2.902 3.245 -0.175  0.096
H2 -3.244 1.578 -0.681  0.098
H3 -1.725 2.352 -1.155  0.071
H4 -3.210 0.562 1.873  0.136
H5 -3.504 2.297 1.942  0.126
H6 -2.588 1.362 4.118  0.123
H7 -1.583 2.634 3.418  0.128
H8 -1.117 -0.380 3.201  0.136
H9 -0.119 0.797 4.047  0.127
H10 1.973 1.229 2.678  0.104
H11 1.870 0.369 1.130  0.023
H12 1.441 -0.469 2.598  0.097



[10]
C4H8N2O | wB97M-V/def2-TZVPD

Kohn-Sham gap, eV: 8.70
Energy above the lowest of the compared OMol25 structures with the same formula, charge and spin, kcal per mole: 126.3
Spin multiplicity: 1

Last column: Löwdin charge in e.
Atoms and positions in Å:
C1 0.952 -1.275 0.059  -0.341
C2 0.330 1.078 0.915  -0.063
C3 -0.297 -1.905 -0.466  -0.076
C4 -0.041 1.720 -0.348  -0.275
N1 0.750 -0.149 0.968  -0.110
N2 1.130 -1.332 1.489  0.111
O1 -1.381 1.440 -0.575  -0.051
H1 1.809 -1.178 -0.732  0.159
H2 0.192 1.676 1.813  0.121
H3 -0.966 -1.339 -1.064  0.046
H4 -1.093 -2.077 0.259  0.082
H5 -0.060 -2.833 -1.024  0.084
H6 0.416 1.399 -1.207  0.095
H7 0.122 2.793 -0.150  0.125
H8 -1.863 1.980 0.064  0.094



[11]
C16H25AsBFeIN5S3 | wB97M-V/def2-TZVPD

Kohn-Sham gap (alpha / beta), eV: 7.49 / 7.50
Total charge: +1
Spin multiplicity: 5

Last column: Löwdin charge in e.
Atoms and positions in Å:
Fe1 -0.113 -0.195 0.714  -0.131
C1 -1.354 2.232 -3.418  -0.028
N1 -0.179 1.315 -3.311  -0.123
C2 1.075 1.527 -3.939  -0.057
C3 1.780 0.436 -3.659  -0.113
N2 1.169 -0.379 -2.760  0.015
B1 1.807 -1.780 -2.395  -0.399
N3 0.885 -2.624 -1.399  -0.005
C4 0.289 -3.786 -1.822  -0.063
C5 -0.056 -4.516 -0.737  -0.058
N4 0.315 -3.852 0.400  -0.120
C6 0.350 -4.378 1.736  -0.031
C7 0.975 -2.677 -0.009  -0.707
S1 1.732 -1.566 0.970  0.699
C8 -0.007 0.253 -2.451  -0.609
S2 -1.236 -0.035 -1.240  0.666
H1 -1.224 2.875 -4.313  0.102
H2 -1.453 2.852 -2.540  0.062
H3 -2.240 1.604 -3.540  0.085
H4 1.305 2.394 -4.601  0.139
H5 2.765 0.187 -4.029  0.135
H6 2.901 -1.535 -1.901  0.071
H7 1.928 -2.367 -3.463  0.083
H8 0.244 -4.080 -2.825  0.109
H9 -0.400 -5.553 -0.704  0.131
H10 1.289 -4.096 2.292  0.100
H11 0.218 -5.508 1.659  0.123
H12 -0.486 -3.924 2.258  0.068
C9 1.962 3.308 -0.739  -0.247
As1 1.158 3.609 0.968  0.953
C10 -0.623 4.577 0.757  -0.209
C11 1.920 4.454 2.520  -0.251
S3 0.376 1.569 1.743  0.212
H13 2.611 2.448 -0.635  0.041
H14 2.470 4.214 -1.062  0.042
H15 1.096 3.045 -1.438  0.059
H16 -0.476 5.481 1.334  0.017
H17 -1.399 3.991 1.272  0.032
H18 -0.810 4.802 -0.294  0.028
H19 1.418 4.292 3.505  0.079
H20 1.929 5.473 2.204  0.020
H21 2.969 4.201 2.552  0.036
I1 -1.507 -1.707 6.071  0.912
C12 -1.920 -1.777 4.016  -0.678
C13 -3.173 -2.268 3.580  -0.104
C14 -3.565 -2.006 2.286  -0.055
C15 -2.726 -1.387 1.436  -0.096
N5 -1.449 -1.063 1.829  -0.089
C16 -1.045 -1.161 3.077  -0.229
H22 -3.804 -2.810 4.281  0.108
H23 -4.569 -2.162 1.910  0.126
H24 -3.054 -1.139 0.470  0.069
H25 -0.066 -0.807 3.385  0.080



[12]
C19H18N2O3S | wB97M-V/def2-TZVPD

Kohn-Sham gap, eV: 8.37
Structure (SMILES): O=C(c1ccco1)N(C[C@H]1CCCO1)c1nc(-c2ccccc2)cs1
Energy above the lowest of the compared OMol25 structures with the same formula, charge and spin, kcal per mole: 30.4
Spin multiplicity: 1

Last column: Löwdin charge in e.
Atoms and positions in Å:
O1 -3.677 -1.237 -0.736  0.099
C1 -2.831 -0.384 -0.551  -0.380
N1 -1.489 -0.684 -0.579  0.005
C2 -0.499 0.069 0.007  -0.555
N2 0.699 0.137 -0.444  0.127
C3 1.524 0.869 0.361  -0.333
C4 0.906 1.376 1.470  -0.326
S1 -0.747 0.915 1.535  1.112
H1 1.310 1.998 2.242  0.063
C5 2.920 1.034 -0.022  -0.174
C6 3.851 1.640 0.822  -0.033
C7 5.168 1.775 0.427  -0.087
C8 5.579 1.307 -0.811  -0.095
C9 4.663 0.700 -1.654  -0.084
C10 3.345 0.564 -1.265  -0.033
H2 2.622 0.097 -1.915  0.104
H3 4.979 0.333 -2.620  0.101
H4 6.610 1.415 -1.115  0.099
H5 5.880 2.247 1.088  0.101
H6 3.545 2.002 1.792  0.104
C11 -1.099 -2.023 -0.993  -0.064
H7 -0.150 -1.942 -1.523  0.131
H8 -1.880 -2.407 -1.650  0.135
C12 -0.958 -2.939 0.238  -0.307
C13 -0.387 -4.307 -0.144  -0.117
H9 -0.736 -4.642 -1.118  0.115
C14 1.124 -4.056 -0.103  -0.141
H10 1.668 -4.917 0.281  0.106
C15 1.265 -2.837 0.826  -0.176
H11 1.804 -2.019 0.331  0.104
H12 1.779 -3.075 1.761  0.122
O2 -0.043 -2.409 1.172  -0.113
H13 1.508 -3.826 -1.096  0.107
H14 -0.673 -5.043 0.607  0.117
H15 -1.927 -2.999 0.741  0.157
C16 -3.185 1.030 -0.382  -0.226
C17 -4.393 1.568 -0.012  0.018
C18 -4.236 2.967 -0.080  -0.041
C19 -2.956 3.179 -0.500  -0.098
O3 -2.315 2.022 -0.685  0.003
H16 -2.408 4.079 -0.700  0.128
H17 -4.972 3.711 0.146  0.104
H18 -5.264 1.016 0.274  0.122



- Which value of spin multiplicity does entry 4 give?
  1



- What is the spin multiplicity in the ninth record?
  1



- Among the records above, which one has the highest spin multiplicity?
  C16H25AsBFeIN5S3